Record 1
DFT (ωB97M-V/def2-TZVPD) results for a structure of composition C11H44F2N23O15S2Sn in a non-equilibrium geometry.

## Properties
- Total charge: +1
- Frontier orbital gap: 4.5488 eV
- E_HOMO: -10.511 eV
- E_tot: -4044.039100 Eh

Last column: Löwdin charge in e.
Atoms and positions in Å:
Sn -1.295 1.843 -2.895  1.685
N -0.689 0.738 -0.277  -0.350
S -0.326 1.256 1.170  0.479
O 0.881 2.032 1.343  -0.281
O -0.739 0.364 2.247  -0.261
F -1.410 2.397 1.304  -0.172
S 0.040 -0.759 -0.288  0.534
O -0.809 -1.929 -0.022  -0.254
O 1.379 -0.752 0.199  -0.260
F 0.241 -0.812 -1.847  -0.218
C 3.920 3.181 3.404  -0.708
O 4.732 3.099 4.316  0.033
N 3.379 4.331 2.908  0.160
N 3.523 2.073 2.738  0.151
H 2.625 4.157 2.268  0.071
H 3.779 5.222 3.137  0.110
H 3.909 1.206 3.072  0.113
H 2.926 2.073 1.927  0.039
C -4.112 4.535 1.452  -0.699
O -4.202 4.284 2.657  0.026
N -2.944 4.826 0.887  0.154
N -5.199 4.544 0.641  0.159
H -2.747 4.983 -0.083  0.094
H -2.176 4.825 1.539  0.109
H -6.132 4.249 0.864  0.110
H -5.156 5.053 -0.227  0.091
C 3.032 -2.627 -3.264  -0.621
O 3.490 -1.472 -3.322  -0.025
N 3.822 -3.699 -3.602  0.179
N 1.729 -2.822 -3.394  0.201
H 3.453 -4.577 -3.910  0.093
H 4.709 -3.303 -3.875  0.115
H 1.240 -1.940 -3.393  0.074
H 1.257 -3.700 -3.284  0.065
C -0.085 1.822 5.701  -0.638
O -1.117 1.256 6.064  0.019
N 0.686 1.516 4.600  0.172
N 0.613 2.581 6.557  0.161
H 0.432 0.801 3.940  0.061
H 1.529 2.038 4.454  0.068
H 1.445 3.002 6.187  0.096
H 0.411 2.578 7.540  0.119
C 1.042 -5.482 -1.237  -0.682
O 1.640 -5.738 -0.194  0.055
N 0.042 -4.585 -1.309  0.158
N 1.288 -6.070 -2.429  0.150
H -0.497 -4.613 -2.158  0.047
H -0.352 -4.185 -0.472  0.096
H 0.621 -6.070 -3.177  0.096
H 2.150 -6.586 -2.505  0.118
C 1.575 0.239 -5.332  -0.654
O 1.046 0.425 -4.227  -0.102
N 1.011 0.727 -6.454  0.163
N 2.608 -0.590 -5.565  0.192
H 1.401 0.422 -7.330  0.110
H 0.081 1.100 -6.444  0.098
H 3.021 -1.050 -4.759  0.029
H 3.186 -0.414 -6.369  0.120
C 2.465 2.449 -1.456  -0.657
O 1.439 2.709 -2.109  -0.120
N 3.195 1.340 -1.593  0.214
N 2.868 3.210 -0.394  0.158
H 3.021 0.628 -2.288  0.087
H 4.074 1.363 -1.107  0.120
H 3.822 3.229 -0.081  0.111
H 2.223 3.977 -0.282  0.110
C 1.882 -3.193 3.277  -0.691
O 2.373 -3.620 4.309  0.036
N 1.460 -4.030 2.293  0.150
N 2.003 -1.932 2.810  0.159
H 1.486 -5.021 2.469  0.100
H 1.253 -3.787 1.342  0.057
H 1.704 -1.517 1.946  0.036
H 2.425 -1.346 3.518  0.101
C -4.473 0.395 -0.552  -0.673
O -4.066 0.508 -1.724  -0.083
N -3.719 0.373 0.526  0.205
N -5.811 0.302 -0.273  0.174
H -2.724 0.408 0.400  0.037
H -3.915 0.260 1.515  0.071
H -6.156 0.457 0.661  0.108
H -6.267 0.336 -1.171  0.105
C -1.852 -2.040 -3.866  -0.661
O -2.116 -1.089 -3.120  -0.067
N -1.641 -1.976 -5.185  0.192
N -1.763 -3.273 -3.335  0.175
H -1.434 -1.065 -5.559  0.098
H -1.391 -2.736 -5.793  0.116
H -1.997 -3.501 -2.385  0.113
H -1.499 -3.998 -3.981  0.106
C -3.873 0.697 3.810  -0.660
O -4.845 0.213 3.187  -0.040
N -3.103 1.690 3.374  0.170
N -3.359 0.004 4.841  0.176
H -3.461 2.207 2.591  0.064
H -2.207 1.939 3.751  0.089
H -2.412 0.356 4.977  0.048
H -3.517 -0.923 5.183  0.114

=====

Record 2
DFT (ωB97M-V/def2-TZVPD) results for a structure of composition C26H29CuN8S.

## Properties
- ⟨S²⟩: 0.754
- Total charge: +1
- Spin multiplicity: 2
- Frontier orbital gap (spin up / spin down): 6.0462 / 6.0073 eV
- E_HOMO (spin up / spin down): -9.824 / -9.785 eV
- E_tot: -3484.719414 Eh

Last column: Löwdin charge in e.
Atoms and positions in Å:
Cu -1.195 0.346 -1.533  0.579
C -2.123 -5.031 -0.515  -0.083
C -0.858 -4.512 -0.750  -0.073
C -0.604 -3.163 -0.529  -0.048
C -1.616 -2.317 -0.077  -0.320
C -2.883 -2.847 0.168  -0.028
C -3.131 -4.195 -0.048  -0.069
N -1.368 -0.929 0.047  0.011
C -1.530 -0.290 1.198  -0.268
C -1.603 -0.914 2.481  -0.008
C -1.717 -0.148 3.598  -0.045
C -1.777 1.281 3.550  -0.073
C -1.733 1.916 2.355  -0.013
C -1.621 1.144 1.168  -0.229
N -1.692 1.627 -0.083  -0.022
N -1.977 2.839 -0.330  0.101
C -2.072 3.078 -1.704  -0.303
C -2.665 4.265 -2.125  0.006
C -2.783 4.511 -3.476  -0.038
C -2.283 3.584 -4.385  -0.047
C -1.704 2.438 -3.889  -0.116
N -1.605 2.169 -2.581  0.056
H -2.321 -6.082 -0.682  0.107
H -0.062 -5.161 -1.093  0.109
H 0.390 -2.749 -0.669  0.104
H -3.670 -2.189 0.520  0.123
H -4.120 -4.595 0.141  0.109
H -1.530 -1.991 2.546  0.119
H -1.750 -0.633 4.566  0.113
H -1.856 1.842 4.471  0.106
H -1.773 2.994 2.276  0.111
H -3.033 4.951 -1.373  0.121
H -3.260 5.417 -3.826  0.119
H -2.335 3.751 -5.452  0.113
H -1.284 1.702 -4.563  0.096
N 0.735 0.200 -2.595  -0.017
C 0.733 -1.017 -3.422  -0.217
C -0.637 -1.164 -4.070  -0.213
N -1.665 -1.133 -3.010  0.012
H 0.922 1.023 -3.156  0.091
H 1.425 0.161 -1.846  -0.011
H 0.916 -1.869 -2.766  0.108
H 1.508 -1.016 -4.188  0.122
H -0.686 -2.075 -4.665  0.123
H -0.812 -0.321 -4.738  0.095
H -1.624 -1.998 -2.472  0.075
H -2.600 -1.075 -3.399  0.110
N 2.432 2.711 0.485  0.091
C 2.612 1.513 1.095  -0.821
S 1.734 0.165 0.606  0.719
N 3.530 1.540 2.079  0.062
C 3.975 0.507 2.950  -0.244
C 3.158 -0.527 3.383  -0.058
C 3.672 -1.474 4.259  -0.071
C 4.980 -1.391 4.716  -0.084
C 5.784 -0.343 4.291  -0.078
C 5.285 0.600 3.408  -0.032
H 1.646 2.789 -0.134  0.079
H 2.782 3.562 0.894  0.107
H 4.077 2.384 2.146  0.143
H 2.135 -0.601 3.046  0.055
H 3.032 -2.282 4.589  0.107
H 5.369 -2.134 5.402  0.106
H 6.805 -0.258 4.640  0.108
H 5.918 1.414 3.069  0.113

=====

Record 3
DFT (ωB97M-V/def2-TZVPD) results for a cluster of 2 separate species, C2H4O2 in total in a non-equilibrium geometry.

## Properties
- Total charge: 0
- Frontier orbital gap: 10.2586 eV
- E_HOMO: -9.824 eV
- E_tot: -228.993251 Eh
- Structure (SMILES): C=O.C=O

Last column: Löwdin charge in e.
Atoms and positions in Å:
C -0.481 2.221 -0.543  -0.141
O -0.049 2.355 0.566  -0.023
H -1.495 1.669 -0.399  0.105
H -0.034 2.392 -1.474  0.056
C 0.577 -2.118 0.494  -0.100
O -0.127 -1.665 -0.444  -0.074
H 0.380 -1.884 1.604  0.100
H 1.228 -2.970 0.196  0.076

=====

Record 4
DFT (ωB97M-V/def2-TZVPD) results for the ion C20H35N2O with charge +1 in a non-equilibrium geometry.

## Properties
- Total charge: +1
- Frontier orbital gap: 8.3543 eV
- E_HOMO: -12.470 eV
- E_tot: -967.625420 Eh
- Structure (SMILES): CCCCCCCCCC[n+]1cccc(C(=O)N(CC)CC)c1

Last column: Löwdin charge in e.
Atoms and positions in Å:
C -8.022 -2.363 -0.192  -0.111
C -7.210 -1.170 0.297  -0.271
C -5.731 -1.523 0.441  -0.228
C -4.892 -0.411 1.072  -0.216
C -4.860 0.900 0.282  -0.211
C -4.324 0.785 -1.145  -0.204
C -2.884 0.288 -1.289  -0.195
C -1.822 1.262 -0.755  -0.197
C -1.401 0.952 0.681  -0.164
C -0.382 1.958 1.235  -0.107
N 0.872 1.871 0.509  -0.039
C 1.128 2.709 -0.500  -0.002
C 2.294 2.602 -1.234  0.020
C 3.203 1.600 -0.929  0.048
C 2.913 0.718 0.113  -0.069
C 3.945 -0.245 0.673  -0.443
O 4.428 0.065 1.744  0.104
N 4.254 -1.327 -0.044  -0.061
C 3.543 -1.727 -1.242  -0.193
C 2.266 -2.498 -0.912  -0.050
C 5.278 -2.229 0.470  -0.184
C 6.620 -1.990 -0.210  -0.057
C 1.737 0.900 0.819  0.060
H -7.948 -3.190 0.510  0.073
H -9.070 -2.094 -0.295  0.071
H -7.658 -2.702 -1.160  0.073
H -7.329 -0.347 -0.410  0.102
H -7.596 -0.840 1.263  0.114
H -5.325 -1.788 -0.537  0.106
H -5.647 -2.409 1.075  0.115
H -5.293 -0.195 2.065  0.115
H -3.874 -0.786 1.210  0.092
H -4.273 1.635 0.839  0.097
H -5.875 1.295 0.224  0.108
H -4.969 0.107 -1.706  0.107
H -4.403 1.765 -1.622  0.114
H -2.702 0.133 -2.354  0.112
H -2.774 -0.681 -0.801  0.107
H -0.942 1.211 -1.403  0.103
H -2.217 2.278 -0.809  0.119
H -0.980 -0.055 0.730  0.120
H -2.272 0.979 1.333  0.108
H -0.192 1.749 2.289  0.142
H -0.777 2.971 1.143  0.141
H 0.399 3.477 -0.707  0.150
H 2.487 3.302 -2.031  0.129
H 4.130 1.515 -1.476  0.143
H 3.298 -0.847 -1.843  0.110
H 4.211 -2.359 -1.829  0.127
H 2.492 -3.368 -0.303  0.081
H 1.792 -2.836 -1.829  0.082
H 1.565 -1.870 -0.368  0.060
H 4.944 -3.256 0.314  0.125
H 5.370 -2.041 1.541  0.124
H 6.962 -0.975 -0.022  0.081
H 6.553 -2.145 -1.285  0.071
H 7.357 -2.680 0.190  0.082
H 1.499 0.269 1.664  0.168

=====

Q: Among the records above, which one has the lowest total charge?
A: C2H4O2